1.
Below is a molecular structure, C31H32N8O4S3SeSr, with properties calculated with ωB97M-V/def2-TZVPD.

Last column: Löwdin charge in e.
Cartesian coordinates (Å):
Sr1 -1.158 -1.713 0.650  1.0830
N1 -0.497 0.576 1.937  -0.0417
C1 0.518 0.309 2.973  -0.1855
C2 1.846 0.148 2.199  -0.5634
O1 2.101 1.185 1.489  -0.1485
N2 2.600 -0.909 2.193  0.0534
C3 2.316 -2.045 3.059  -0.2034
C4 1.390 -3.045 2.351  -0.6934
O2 1.874 -4.034 1.779  -0.0405
O3 0.159 -2.709 2.363  -0.2668
H1 -0.108 1.256 1.293  0.0246
H2 -1.385 0.921 2.284  0.0799
H3 0.228 -0.581 3.524  0.0824
H4 0.637 1.156 3.664  0.1021
H5 1.852 -1.763 4.015  0.0967
H6 3.260 -2.547 3.283  0.0886
C5 -5.049 1.641 0.898  -0.1833
C6 -4.300 0.316 0.866  -0.8583
S1 -3.314 0.075 -0.588  0.3365
C7 -4.467 -0.543 1.893  -0.8648
C8 -5.398 -0.141 3.027  -0.1904
S2 -3.724 -2.142 2.112  0.3128
H7 -4.799 2.234 0.021  0.0312
H8 -4.803 2.234 1.788  0.0593
H9 -6.137 1.497 0.913  0.0566
H10 -6.415 0.067 2.669  0.0559
H11 -5.059 0.769 3.538  0.0584
H12 -5.456 -0.938 3.766  0.0263
Se1 0.723 -7.817 -4.590  1.0242
N3 -0.837 -7.122 -4.043  -0.2402
C9 -0.553 -6.068 -3.334  -0.3350
C10 -1.554 -5.220 -2.703  -0.0980
C11 -2.923 -5.479 -2.795  -0.0091
C12 -3.816 -4.642 -2.166  -0.0340
C13 -3.326 -3.562 -1.434  -0.1112
N4 -2.026 -3.314 -1.345  0.0557
C14 -1.148 -4.098 -1.975  -0.1336
C15 0.290 -3.769 -1.831  -0.1366
N5 0.610 -2.678 -1.128  0.0505
C16 1.885 -2.396 -0.905  -0.1280
C17 2.921 -3.165 -1.438  -0.0174
C18 2.608 -4.259 -2.201  0.0023
C19 1.264 -4.586 -2.404  -0.0920
C20 0.860 -5.751 -3.181  -0.3298
N6 1.698 -6.555 -3.771  -0.2376
H13 -3.260 -6.340 -3.358  0.1085
H14 -4.882 -4.820 -2.217  0.1036
H15 -3.960 -2.870 -0.886  0.0658
H16 2.102 -1.541 -0.269  0.0929
H17 3.945 -2.897 -1.221  0.1131
H18 3.375 -4.889 -2.631  0.1101
C21 3.869 3.994 -2.910  -0.1244
C22 3.797 2.528 -2.498  -0.2588
C23 3.248 2.334 -1.092  -0.2311
N7 1.904 2.869 -0.922  0.0214
C24 0.817 2.127 -1.117  -0.7997
S3 0.796 0.692 -1.983  0.6787
N8 -0.402 2.608 -0.653  0.1006
C25 -0.797 3.798 -0.042  -0.3900
O4 -1.932 4.188 -0.226  0.0916
C26 0.113 4.578 0.854  -0.1539
C27 1.002 3.976 1.734  -0.0258
C28 1.734 4.782 2.606  -0.0631
C29 1.587 6.158 2.595  -0.0999
C30 0.691 6.753 1.711  -0.0941
C31 -0.053 5.963 0.852  -0.0288
H19 4.305 4.110 -3.905  0.0587
H20 4.476 4.573 -2.208  0.0653
H21 2.873 4.439 -2.931  0.0638
H22 4.794 2.079 -2.535  0.1037
H23 3.172 1.965 -3.194  0.0766
H24 3.879 2.837 -0.355  0.1244
H25 3.219 1.287 -0.797  0.0875
H26 1.817 3.676 -0.332  0.1064
H27 -1.195 2.055 -0.977  0.0697
H28 1.197 2.893 1.750  0.0829
H29 2.424 4.299 3.287  0.1075
H30 2.166 6.775 3.272  0.0928
H31 0.570 7.830 1.700  0.0927
H32 -0.779 6.400 0.179  0.1132

Values from the calculation:
total charge	-2
HOMO level	-0.47	eV
lowest unoccupied orbital energy	3.06	eV


2.
Below is a molecular structure, C28H29FeO4 at a distorted geometry, with properties calculated with ωB97M-V/def2-TZVPD.

Last column: Löwdin charge in e.
Cartesian coordinates (Å):
C1 -2.292 1.424 0.882  -0.0897
C2 -1.908 0.514 -0.245  -0.3604
C3 -0.717 0.711 -1.111  -0.0901
C4 -2.764 -0.665 -0.481  -0.2210
Fe1 -4.657 -0.549 -1.106  -0.0076
C5 -5.228 -0.127 0.645  -0.1144
O1 -5.593 -0.118 1.747  0.0553
C6 -4.792 -2.420 -0.833  -0.1053
O2 -4.781 -3.564 -0.614  0.0690
C7 -4.097 0.329 -2.898  -0.1500
C8 -4.879 1.244 -2.098  -0.1883
C9 -6.148 0.629 -1.831  -0.2079
C10 -6.154 -0.681 -2.420  -0.2122
C11 -4.887 -0.872 -3.102  -0.1979
H1 -2.870 0.888 1.660  0.0694
H2 -1.377 1.759 1.364  0.0598
H3 -2.867 2.315 0.584  0.0742
H4 -0.995 0.600 -2.192  0.0905
H5 -0.156 1.619 -0.866  0.0978
H6 -2.315 -1.373 -1.223  0.0706
H7 -2.916 -1.239 0.461  0.0581
H8 -3.130 0.538 -3.323  0.0912
H9 -4.581 2.258 -1.829  0.0963
H10 -6.970 1.097 -1.281  0.1053
H11 -6.975 -1.389 -2.395  0.0984
H12 -4.582 -1.730 -3.675  0.0893
C12 6.174 2.116 -4.312  -0.0822
O3 4.811 1.867 -4.701  -0.1093
C13 3.907 1.570 -3.717  -0.2834
C14 2.570 1.328 -4.147  0.0112
C15 1.596 0.984 -3.192  -0.0429
C16 1.917 0.719 -1.879  -0.2055
C17 0.874 -0.055 -1.043  -0.1780
C18 1.404 -0.255 0.364  -0.0566
C19 0.610 -0.629 1.376  -0.0390
C20 1.068 -0.969 2.706  -0.2192
C21 0.213 -1.544 3.669  -0.0431
C22 0.660 -1.870 4.907  -0.0229
C23 2.017 -1.616 5.274  -0.2770
O4 2.367 -1.935 6.556  -0.0968
C24 3.728 -1.674 6.974  -0.0721
C25 2.877 -0.985 4.331  -0.0320
C26 2.398 -0.688 3.083  -0.0608
C27 3.182 1.156 -1.423  -0.0227
C28 4.219 1.457 -2.346  -0.0197
H13 6.655 2.448 -5.233  0.0866
H14 6.239 2.899 -3.544  0.0877
H15 6.636 1.193 -3.942  0.0923
H16 2.336 1.471 -5.182  0.1017
H17 0.585 0.841 -3.555  0.1046
H18 0.489 -0.984 -1.513  0.1402
H19 2.482 -0.172 0.547  0.0724
H20 -0.459 -0.724 1.173  0.1051
H21 -0.824 -1.771 3.396  0.1253
H22 0.031 -2.356 5.674  0.1202
H23 3.737 -1.988 8.013  0.0841
H24 4.437 -2.268 6.390  0.0906
H25 3.974 -0.611 6.895  0.0883
H26 3.926 -0.759 4.609  0.1072
H27 3.078 -0.252 2.373  0.0852
H28 3.482 1.197 -0.392  0.0876
H29 5.235 1.658 -2.003  0.0931

Values from the calculation:
total charge	-1
HOMO level (alpha / beta)	-1.60 / -3.68	eV
2S+1	5
⟨S²⟩	6.089
lowest unoccupied orbital energy (alpha / beta)	2.29 / 0.17	eV


Calculated total energy readings, ordered: -151471.6818 -72075.2984 eV